(1)
DFT (wB97M-V/def2-TZVPD) results for 2 unconnected molecules or ions with the total composition C5H13NO2 at a distorted geometry.

Geometry as XYZ:
```
21
Properties=species:S:1:pos:R:3:forces:R:3
C 1.32174 0.77380 0.79901 -0.690 0.164 1.312
C -0.02420 0.10142 1.17051 -0.017 -1.419 0.797
N -0.58575 -0.55257 -0.04717 0.226 1.270 2.689
C -1.12081 0.34474 -0.87346 -0.217 -0.281 -0.474
O -1.37311 0.09181 -2.01734 -0.620 0.049 -1.794
C -0.16340 -1.87490 -0.43368 -2.362 -1.214 1.011
C 1.02743 -1.90009 -1.32389 -3.293 -0.699 -0.679
H 1.75731 0.30128 -0.06307 -0.262 0.339 -0.571
H 0.97650 1.81016 0.64010 1.498 -0.053 0.011
H 2.11295 0.54129 1.56366 -0.919 1.159 -0.256
H -0.86666 0.73472 1.60200 1.607 -0.377 -0.571
H 0.24860 -0.62239 1.97885 -0.836 0.007 -0.861
H -1.34819 1.35908 -0.45960 0.176 -1.079 -0.058
H -1.08358 -2.44865 -0.77197 1.093 0.855 -0.507
H -0.02116 -2.41784 0.48493 0.583 0.043 0.699
H 1.53909 -1.06474 -1.13798 2.331 2.984 0.480
H 0.59174 -1.80534 -2.27888 0.253 -0.163 -1.620
H 1.61339 -2.72202 -1.17768 1.476 -2.332 0.059
O -1.43168 2.93901 1.17159 -0.366 0.956 -3.489
H -1.96472 3.77210 0.98556 0.952 -1.467 0.537
H -1.20550 2.63912 0.18850 -0.615 1.255 3.284
```
Positions in Å, forces in eV/Å.

Results
LUMO, eV: 0.645
Energy above the lowest of the compared OMol25 structures with the same formula, charge and spin, kJ/mol: 250.5
HOMO energy, eV: -9.24
Frontier orbital gap, eV: 9.9
SMILES: CCN(C=O)CC.O
Energy, eV: -10979.283

(2)
DFT (wB97M-V/def2-TZVPD) results for 2 unconnected molecules or ions with the total composition C5H13NO2.

Geometry as XYZ:
```
21
Properties=species:S:1:pos:R:3:forces:R:3
H 0.83425 1.91314 -0.73530 0.121 -0.082 0.307
N 0.97096 0.92380 -0.90846 -0.156 0.079 -0.439
C 1.42904 0.27115 0.07470 0.051 0.415 0.288
C 1.75821 0.78874 1.44986 0.016 -0.319 -0.107
O 1.68597 -1.03340 -0.03145 0.130 -0.018 0.453
C 1.47857 -1.62974 -1.30274 -0.093 -0.140 -0.438
H 1.25833 0.16735 2.19842 0.092 0.081 -0.074
H 2.83553 0.71833 1.61520 -0.084 -0.005 0.031
H 1.43921 1.81838 1.56248 -0.018 0.098 -0.010
H 0.41222 -1.71982 -1.51774 0.044 0.023 0.004
H 1.93856 -2.61359 -1.25241 -0.021 0.041 0.028
H 1.94079 -1.02394 -2.08339 -0.012 -0.083 0.030
C -2.27205 0.73861 0.78242 -0.018 -0.331 -0.339
C -2.03003 -0.46859 -0.12257 0.072 0.080 0.332
O -1.66718 -0.11447 -1.43140 0.069 0.181 -0.398
H -1.36128 1.32033 0.89793 0.127 0.098 0.042
H -2.59992 0.40386 1.76256 -0.065 0.029 0.186
H -3.03605 1.37613 0.34343 -0.068 0.080 0.022
H -2.95032 -1.04717 -0.21784 0.039 -0.058 0.086
H -1.26535 -1.12011 0.33310 -0.119 0.011 -0.031
H -0.79948 0.33101 -1.41680 -0.109 -0.178 0.025
```
Positions in Å, forces in eV/Å.

Results
LUMO, eV: 0.868
Energy above the lowest of the compared OMol25 structures with the same formula, charge and spin, kJ/mol: 126.2
HOMO energy, eV: -9.77
Frontier orbital gap, eV: 10.6
SMILES: [H]/N=C(\C)OC.CCO
Energy, eV: -10980.571

(3)
DFT (wB97M-V/def2-TZVPD) results for 3 unconnected molecules or ions with the total composition C5H13NO2 at a distorted geometry.

Geometry as XYZ:
```
21
Properties=species:S:1:pos:R:3:forces:R:3
N 0.36161 -0.58573 -1.69212 -2.676 0.652 6.050
C -0.39266 0.06755 -0.37856 4.562 -0.847 -0.433
C 0.42018 0.89049 0.69351 0.429 -0.009 -2.802
C -4.06794 -0.07687 1.01394 -0.289 -2.220 -3.226
C -2.64626 0.20229 0.97324 5.532 -1.478 -1.772
C -1.71618 -0.21730 -0.09826 -4.065 1.232 1.074
H -0.25503 -1.39508 -1.91091 0.075 0.845 -0.181
H 1.19745 -1.09749 -1.17751 0.581 1.125 -0.328
H -0.15753 1.30668 1.50511 -0.765 0.296 -0.301
H 1.09388 0.19819 1.20702 0.584 -0.072 -0.758
H -4.33500 -0.41811 1.95986 -0.643 -0.420 1.723
H -4.25936 -0.95199 0.24944 0.224 1.563 1.397
H -4.75968 0.68735 0.68575 0.168 0.609 0.040
H -2.05524 0.40546 1.90509 -1.062 0.604 -0.748
H -2.15094 -0.69103 -0.94360 -1.032 -0.521 -0.553
H 3.39961 0.18492 -0.12878 0.395 0.561 -0.975
H 3.31741 -1.91541 0.25602 -2.225 2.246 -2.321
O 2.76195 -1.24999 -0.36546 1.374 -2.015 2.206
H 4.25768 1.41707 -0.82680 2.277 0.271 -2.796
H 0.99857 1.71830 0.12964 -0.502 -1.509 1.133
O 3.68731 1.18178 -0.17063 -2.941 -0.913 3.570
```
Positions in Å, forces in eV/Å.

Results
LUMO, eV: -2.887
Energy above the lowest of the compared OMol25 structures with the same formula, charge and spin, kJ/mol: 665.5
HOMO energy, eV: -7.56
Frontier orbital gap, eV: 4.7
Energy, eV: -10974.981

(4)
DFT (wB97M-V/def2-TZVPD) results for a molecular structure, C5H13NO2 at a distorted geometry.

Geometry as XYZ:
```
21
Properties=species:S:1:pos:R:3:forces:R:3
C -0.17126 1.69566 -1.48370 1.830 0.658 3.180
C 0.03470 1.96839 0.40945 -0.888 1.045 -2.721
N -1.01567 1.31079 1.11937 -0.302 -0.283 0.386
O -1.16055 0.84976 -1.69244 -1.518 -3.318 0.387
H -1.07532 -0.31634 -1.32535 0.493 3.215 -1.248
H -0.83158 0.32933 1.29155 0.009 0.100 -0.014
H -1.88470 1.35283 0.59251 0.187 -0.038 -0.013
H -0.40684 2.71364 -1.80855 -0.015 -0.138 -0.077
H 0.82001 1.39801 -1.84510 0.055 0.035 -0.159
H -0.17383 3.03745 0.37927 -0.045 0.099 0.315
H 0.98907 1.89946 0.93301 0.192 -0.402 -0.313
C 1.29228 -0.85036 -0.28065 0.726 1.338 -0.117
C -0.06751 -2.44693 1.18028 -0.132 -0.303 -0.076
C 0.07334 -1.62641 -0.06235 -2.702 0.586 -0.781
O -0.93246 -1.50632 -0.82605 1.769 -0.829 1.759
H 1.13986 0.23576 0.08329 0.170 -1.794 -0.350
H 1.50615 -0.73667 -1.34146 -0.117 -0.070 -0.098
H 2.15707 -1.30137 0.20016 -0.022 0.087 0.214
H 0.47563 -2.00733 2.01469 0.202 0.055 -0.089
H -1.11281 -2.55799 1.46769 0.032 -0.004 -0.239
H 0.34443 -3.44136 0.99438 0.075 -0.035 0.055
```
Positions in Å, forces in eV/Å.

Results
LUMO, eV: -0.044
Energy above the lowest of the compared OMol25 structures with the same formula, charge and spin, kJ/mol: 358.1
HOMO energy, eV: -7.54
Frontier orbital gap, eV: 7.5
Energy, eV: -10978.168

(5)
DFT (wB97M-V/def2-TZVPD) results for 3 unconnected molecules or ions with the total composition C5H13NO2 at a distorted geometry.

Geometry as XYZ:
```
21
Properties=species:S:1:pos:R:3:forces:R:3
C -1.06434 -1.45476 -1.22324 -0.384 -0.683 -0.182
N -0.64106 -0.31748 -0.92510 0.685 0.288 -1.232
C -0.21926 0.29124 0.24795 -1.015 -0.449 0.972
C -0.97991 1.28819 0.72384 0.384 -0.049 0.272
C 1.09955 -0.25773 0.81069 -1.048 0.469 -0.390
C 2.17930 0.81922 0.72600 1.212 -0.402 0.150
H -1.17045 -1.69912 -2.28435 -0.093 0.173 0.066
H -1.37741 -2.26567 -0.55833 0.254 0.225 0.397
H -0.73022 1.86123 1.60636 0.222 -0.167 0.048
H -1.86769 1.60913 0.20070 -0.037 -0.082 -0.153
H 0.96330 -0.63712 1.82453 -0.151 0.301 0.060
H 1.27304 -1.15109 0.22174 0.583 0.012 -0.174
H 2.56425 1.08026 1.71381 -0.228 0.143 0.003
H 3.06401 0.47001 0.18317 -0.173 -0.085 -0.037
H 1.85974 1.71927 0.21676 -0.263 0.089 0.006
O 0.67561 1.36287 -2.92554 -0.312 -0.414 0.084
H 0.06128 0.69537 -2.55714 0.352 0.369 0.237
H 0.29604 1.57717 -3.77809 0.028 0.161 -0.239
O -1.96671 -2.00290 1.71237 -0.169 0.664 0.842
H -2.19143 -1.90252 2.66609 0.250 -0.105 -1.073
H -1.82766 -1.08556 1.39777 -0.096 -0.456 0.344
```
Positions in Å, forces in eV/Å.

Results
LUMO, eV: 0.771
Energy above the lowest of the compared OMol25 structures with the same formula, charge and spin, kJ/mol: 247.5
HOMO energy, eV: -8.69
Frontier orbital gap, eV: 9.5
SMILES: C=NC(=C)CC.O.O
Energy, eV: -10979.314